ORCA calculation (the ωB97M-V functional and the def2-TZVPD basis) on the molecule C4H4O3.

Results
Kohn-Sham gap = 8.640 eV
ΔE to the lowest compared entry with this formula, charge and spin = 32.4 kcal per mole
SMILES = CC(=O)C(=O)C=O

Last column: Mulliken charge in e.
Element x y z (Å)
H: 1.514546 -0.378596 0.205824  0.334
H: -1.189099 -2.393005 -0.369134  0.375
C: -0.205670 0.950276 0.231435  0.625
O: -0.347956 -1.068422 -1.663263  -0.422
H: 1.647516 1.054283 -0.832817  0.269
O: -0.721337 2.037124 0.156922  -0.500
C: -1.066321 -0.301412 0.458461  0.439
C: 1.279152 0.687895 0.129194  -0.934
H: 1.788173 1.230024 0.929549  0.327
O: -1.845530 -0.447364 1.365054  -0.473
C: -0.853474 -1.370803 -0.611224  -0.041

Force components x, y, z for each atom (eV/Å):
-0.01 0.23 0.03
-0.11 0.02 -0.02
0.01 0.44 0.03
-0.26 -0.20 0.40
-0.08 0.00 0.13
0.23 -0.45 0.05
-0.35 -0.03 0.27
0.06 0.01 0.01
-0.05 -0.01 -0.08
0.40 0.04 -0.43
0.16 -0.05 -0.41

ORCA calculation (the ωB97M-V functional and the def2-TZVPD basis) on a structure of composition C44H38ClInN8O3SSb.

Results
Kohn-Sham gap (alpha / beta) = 6.171 / 3.932 eV
Charge = +1

Last column: Mulliken charge in e.
Element x y z (Å)
C: -2.657159 -3.780613 2.144780  -0.030
C: -1.254326 3.245306 3.085418  -0.811
H: 5.852098 -2.603259 -4.204425  0.390
C: -3.330022 -0.056288 1.434666  -0.773
H: -1.163370 -5.681349 -0.874309  0.465
C: -2.406302 2.809322 3.723285  -0.738
C: -1.577671 -5.152061 -0.025072  -0.574
C: -0.389026 -1.104534 6.066279  -0.673
C: 6.894285 0.520629 -5.889027  0.266
H: 0.465883 -3.036673 -3.810024  0.281
N: 5.867874 0.629763 -5.074307  -0.316
N: 7.593783 -0.551471 -6.194752  -0.481
H: 0.262926 0.766029 5.232012  0.506
C: 3.631544 2.393685 1.312772  -0.774
N: 2.047529 -0.032527 -1.946476  0.731
C: -0.831903 -2.394267 5.790116  -0.757
C: -0.839159 2.585451 1.934725  0.006
H: -2.106628 0.912699 -4.132799  0.565
C: -1.521282 0.760768 -3.227978  -1.142
C: 3.862911 0.907275 -3.183350  -0.975
H: -4.188348 -0.347038 2.036966  0.496
H: 3.829607 3.457815 1.325581  0.485
O: 6.846104 3.153973 -6.047499  -0.443
Cl: -4.826229 -3.506267 -2.348678  -0.204
C: -0.002604 4.218656 -3.297859  -0.667
C: 2.690006 -1.733904 1.324431  -0.429
C: -1.403934 -3.961851 -4.331227  -0.879
C: -2.613424 1.114086 2.045817  0.663
C: 0.422860 4.306373 -1.981186  -0.825
C: 3.034235 -0.273294 1.321054  0.762
C: -0.193187 -0.662965 3.713739  0.843
C: 2.464980 -1.242918 -2.309520  -0.983
C: 2.748214 1.018279 -2.371646  -0.552
N: -0.407658 2.108875 -1.544038  0.542
C: -2.737870 -4.086885 -3.979876  -0.317
H: -3.353210 -6.355740 0.057567  0.433
C: 4.297050 -0.359980 -3.561010  1.479
C: -0.988548 -2.819670 4.485837  -0.595
H: 7.760120 -2.564033 -5.820444  0.438
H: 0.914241 5.198872 -1.615623  0.497
H: -2.653765 -0.908667 1.347703  -0.365
H: 5.675113 1.813857 1.669488  0.449
N: 2.051930 0.612347 1.119885  0.650
S: 7.237279 2.015216 -6.849881  1.210
H: -1.009291 -4.461053 -5.205351  0.450
H: 4.392105 1.779196 -3.540088  0.640
H: -0.779668 -0.017884 -3.415837  0.105
C: 3.581564 -1.459017 -3.099643  -1.286
H: -4.017713 1.394297 3.645554  0.475
C: 2.342498 1.920700 1.112053  -0.242
C: -0.888386 -4.088797 0.523819  -0.012
C: -2.809107 -5.531060 0.498335  -0.643
H: -3.676995 0.202505 0.432325  0.221
C: 0.207636 3.225087 -1.136595  -0.313
H: 0.070371 -0.012227 2.890474  0.334
H: -1.292805 -3.836854 4.282568  0.563
H: 3.259148 -2.256954 2.092293  0.580
H: 1.861376 -2.074703 -1.956775  0.701
C: 6.139157 -1.685392 -4.696235  -0.560
C: -3.100724 1.740525 3.188225  -0.765
H: 0.069475 -3.775622 0.128025  0.334
H: -3.099989 -3.205732 2.947897  0.561
In: -0.190409 -0.296130 -0.162735  1.122
C: -1.399746 -3.397772 1.636025  -0.152
C: -0.668546 -1.958920 3.408921  -0.297
H: -2.618637 -2.096473 -1.252689  0.198
C: -0.579436 -3.165551 -3.550214  -0.160
C: -0.832614 2.024672 -2.811199  0.946
N: -1.007949 -2.510641 -2.472224  0.522
H: -2.764265 3.304314 4.616902  0.432
Sb: 0.850082 3.489659 0.920034  0.785
H: 2.394005 1.992576 -2.055396  0.346
C: -3.347024 -4.834337 1.575477  -0.951
H: -3.425354 -4.689000 -4.558460  0.465
N: -0.662950 -2.335505 2.099092  0.057
H: -0.272355 -0.781090 7.092031  0.432
H: -4.314888 -5.117792 1.968052  0.407
C: -0.638999 3.066365 -3.715141  -0.914
C: 5.473365 -0.489900 -4.461441  0.354
C: 4.658143 1.479528 1.509108  -0.759
N: -1.498733 1.537687 1.435705  0.409
H: -0.994571 2.968522 -4.732197  0.506
H: 1.626753 -1.886736 1.501275  -0.612
C: -3.180440 -3.406245 -2.859333  -0.316
C: -2.285659 -2.633863 -2.136867  -0.066
C: 7.203320 -1.666122 -5.582319  -0.437
H: 0.148830 5.041190 -3.984900  0.450
H: 2.952448 -2.177488 0.360097  0.117
H: 5.125172 -0.606984 1.674103  0.559
H: -1.046521 -3.077359 6.601494  0.412
H: -2.172887 0.409601 -2.428287  0.047
H: -0.688656 4.084802 3.468660  0.475
H: 3.868093 -2.468839 -3.360698  0.290
O: 8.633463 2.031330 -7.213231  -0.446
O: 6.358591 1.843206 -8.002842  -0.434
C: 4.353081 0.134267 1.514463  -0.965
C: -0.079805 -0.238711 5.019468  -0.814

Force components x, y, z for each atom (eV/Å):
0.01 0.10 -0.06
0.01 -0.08 -0.01
0.02 -0.01 -0.03
0.06 0.12 0.01
0.00 0.00 0.01
-0.02 -0.03 0.01
0.01 0.00 0.00
-0.04 0.02 0.00
-0.06 0.23 -0.12
0.00 -0.02 0.00
-0.03 -0.05 0.09
0.07 0.02 -0.05
0.03 -0.01 -0.01
0.00 -0.04 -0.03
0.01 -0.01 0.00
-0.05 -0.01 -0.03
0.15 0.12 -0.09
-0.01 -0.03 0.00
0.11 0.06 0.06
0.06 -0.07 -0.05
-0.01 -0.02 -0.02
0.00 0.00 0.00
0.00 0.12 -0.10
-0.03 -0.01 0.02
-0.02 -0.02 -0.07
0.00 0.09 -0.06
0.05 0.04 0.00
-0.04 -0.01 -0.03
0.06 -0.02 0.06
0.00 -0.01 0.02
-0.03 -0.05 -0.07
-0.06 -0.01 0.00
0.00 -0.03 -0.02
0.11 -0.04 -0.05
-0.07 -0.02 -0.01
-0.01 0.00 0.02
-0.05 0.07 0.03
0.05 0.01 0.00
0.00 -0.02 0.04
-0.02 0.01 0.01
-0.05 -0.02 0.01
0.00 0.01 -0.01
-0.13 0.03 -0.03
-0.27 -0.74 0.32
-0.02 -0.03 0.01
-0.03 0.04 0.05
-0.02 -0.06 0.00
0.07 -0.02 -0.03
0.02 -0.05 0.00
-0.14 0.15 0.00
0.03 0.01 0.05
0.03 0.00 -0.02
-0.01 -0.03 0.00
-0.03 -0.09 0.22
0.07 0.02 0.01
0.03 0.00 0.01
-0.02 -0.02 0.00
0.01 -0.01 -0.01
-0.03 -0.10 0.09
0.03 0.06 0.04
-0.02 0.01 -0.04
0.00 -0.05 0.02
0.03 0.15 -0.15
-0.05 -0.12 0.03
0.03 -0.17 0.10
-0.01 -0.03 0.01
-0.09 0.00 -0.01
-0.01 0.09 0.05
0.09 -0.11 -0.16
0.01 0.00 0.00
-0.03 -0.04 0.00
-0.02 0.02 -0.01
-0.02 -0.02 -0.02
0.02 -0.01 0.00
0.03 0.15 0.17
0.00 0.00 0.00
-0.01 0.03 -0.01
0.01 0.04 0.00
0.07 0.07 -0.06
0.01 -0.05 -0.01
0.00 -0.07 0.00
-0.01 -0.01 0.01
-0.01 -0.04 0.03
0.07 -0.01 -0.03
0.03 0.09 0.10
0.02 0.04 0.02
0.02 0.00 0.01
-0.01 -0.02 0.01
-0.03 -0.02 0.02
0.00 0.01 0.01
-0.05 -0.03 -0.04
-0.04 0.03 -0.01
-0.06 -0.01 0.00
0.02 0.07 -0.11
0.18 0.35 -0.09
0.04 0.07 -0.01
-0.01 0.02 0.02

ORCA calculation (the ωB97M-V functional and the def2-TZVPD basis) on the ion C2H8NOS with charge +1 at a distorted geometry.

Results
Kohn-Sham gap = 10.208 eV
Charge = +1
ΔE to the lowest compared entry with this formula, charge and spin = 66.3 kcal per mole

Last column: Mulliken charge in e.
Element x y z (Å)
S: 0.713009 -1.853562 0.598949  0.481
H: -0.786514 0.334674 -1.598700  0.334
H: -0.326940 -2.266730 -0.188891  0.228
H: 1.295384 -0.613628 -1.142268  0.357
C: -0.674019 1.096111 -0.832159  -0.957
H: -1.054685 -1.357649 1.697705  0.391
O: -0.093151 -1.348184 1.866257  -0.383
C: 0.476973 0.797579 0.143952  -0.432
H: -1.611003 1.212670 -0.303414  0.294
H: 0.111616 0.820410 1.159366  0.402
N: 1.225357 -0.446961 -0.139784  -0.354
H: 1.207853 1.591697 0.076442  0.322
H: -0.483879 2.033572 -1.337455  0.317

Force components x, y, z for each atom (eV/Å):
0.32 0.20 -0.51
-0.06 -0.17 -0.10
-0.13 0.00 0.17
0.38 -0.05 0.00
0.21 0.02 0.26
0.17 0.25 0.25
-0.27 -0.42 -0.15
-0.43 0.60 -0.73
-0.28 -0.09 0.01
0.22 -0.26 0.26
-0.44 -0.26 0.67
0.33 0.02 0.05
-0.01 0.15 -0.19

ORCA calculation (the ωB97M-V functional and the def2-TZVPD basis) on the molecule C6H9NO2 at a distorted geometry.

Results
Kohn-Sham gap = 9.607 eV
ΔE to the lowest compared entry with this formula, charge and spin = 36.7 kcal per mole
SMILES = CC1=COC(=O)N(C)C1

Last column: Mulliken charge in e.
Element x y z (Å)
N: -0.887609 0.615783 0.236669  0.104
H: -0.646202 2.556504 0.908552  0.311
C: 0.338664 -0.596407 -1.653619  -0.474
C: -0.331789 -0.644483 0.685851  -0.546
O: -1.001573 -0.306958 -1.979476  -0.312
H: -0.872869 1.380682 2.204410  0.332
C: 2.066823 -1.279140 0.022659  -1.338
O: -1.916071 1.727118 -1.520242  -0.587
H: 2.164252 -1.388375 1.107123  0.354
C: -1.193312 1.653726 1.194037  -0.908
H: 2.319044 -2.244341 -0.426803  0.314
H: 0.117945 -0.518341 1.674080  0.428
H: 2.801713 -0.532755 -0.294048  0.303
H: -2.263186 1.879186 1.184978  0.272
C: 0.690234 -0.857406 -0.364817  0.695
H: -1.102197 -1.420627 0.708860  0.204
C: -1.214064 0.790946 -1.157159  0.411
H: 0.930198 -0.815111 -2.531055  0.436

Force components x, y, z for each atom (eV/Å):
-0.86 0.30 -1.73
-0.20 0.11 0.14
0.51 -2.52 1.21
-0.07 0.89 -0.88
1.64 1.69 1.64
-0.09 -0.22 -0.33
0.52 -0.13 -0.05
1.74 -1.13 0.28
-0.07 0.03 -0.17
-0.21 0.63 -0.55
0.13 0.14 0.04
-0.12 -0.08 -0.17
0.03 -0.21 0.02
0.08 0.08 0.16
0.39 -0.66 -2.19
0.07 -0.20 0.10
-3.74 1.05 2.38
0.23 0.24 0.10